Here is a 2-piece molecular cluster, C3H7NO overall at a distorted geometry from the Open Molecules 2025 dataset. Energies are from ωB97M-V/def2-TZVPD.

Atoms and positions in Å:
C (-5.05, -3.56, -1.00)
N (-4.25, -4.53, -1.07)
H (-4.64, -2.64, -0.56)
H (-5.95, -3.46, -1.61)
H (-4.59, -5.32, -1.61)
C (4.11, 2.66, -0.03)
C (2.85, 2.69, 0.34)
O (2.49, 2.71, 1.67)
H (4.42, 2.87, -1.06)
H (4.89, 2.38, 0.66)
H (1.96, 2.56, -0.26)
H (3.26, 2.40, 2.16)

The calculation puts the LUMO energy at 1.12 eV. The value obtained for the orbital gap is 0.3781 Ha. As for the net charge: 0. The spin multiplicity is 1. The value obtained for the energy relative to the best compared isomer or geometry (same formula, charge and spin) is 278.8 kJ/mol. As for the total energy: -6759.861 eV.